(1)
Density functional theory data (the ωB97M-V functional and the def2-TZVPD basis) for a structure of composition C4H12NO3 in a non-equilibrium geometry.

Each line ends with the Mulliken charge.
Atoms and positions in Å:
C -0.524 -0.729 -0.117  -0.5883
C 0.403 -0.580 1.151  -0.7805
C 1.202 0.802 1.049  -0.3188
O 0.390 1.705 1.519  -0.7083
N 0.231 -1.103 -1.357  -0.3990
C 0.225 0.062 -2.280  -0.1366
O -0.957 -0.006 -3.073  -0.5561
H -1.322 -1.595 -0.040  0.2648
H -1.084 0.182 -0.212  0.3827
H -0.153 -0.543 2.016  0.3644
H 1.043 -1.613 1.189  0.2923
H 2.146 0.838 1.697  0.2118
H 1.433 1.109 0.123  0.2490
H 1.227 -1.459 -1.109  0.2864
H 1.054 0.053 -3.024  0.2630
H 0.202 1.076 -1.666  0.1942
H -1.290 -0.920 -3.150  0.3198
H -1.716 0.341 3.028  0.1765
H -0.700 1.417 1.891  0.3762
O -1.810 0.962 2.362  -0.8936

Output
E_LUMO: 0.133 Eh
Charge: -1
Relative energy (zero: lowest compared OMol25 entry of this formula, charge and spin): 244.07 kJ/mol
E: -11973.423 eV

=====

(2)
Density functional theory data (the ωB97M-V functional and the def2-TZVPD basis) for a structure of composition C21H38ClGaN5O4S in a non-equilibrium geometry.

Each line ends with the Mulliken charge.
Atoms and positions in Å:
C 2.967 1.805 1.900  -0.5513
C 1.602 2.341 2.401  -0.8121
C 0.471 1.299 2.439  -0.4579
Ga 0.286 0.143 0.774  -0.2013
Cl 1.361 1.079 -0.994  -0.4751
C 1.071 -1.711 1.043  -0.5872
C 1.578 -2.008 2.480  -0.6638
C 2.792 -2.999 2.396  -1.1291
C 4.119 -2.210 2.335  0.0467
C 4.863 -2.560 1.042  -0.7838
O 6.223 -2.102 1.056  -0.3896
C 6.451 -1.057 0.244  0.7477
C 7.171 0.154 0.795  -1.0131
O 6.152 -1.051 -0.877  -0.4875
S -1.964 -0.150 0.130  0.9360
C -3.066 0.908 1.119  -1.3540
O -2.142 0.231 -1.296  -0.8046
O -2.341 -1.571 0.312  -0.8031
H 2.924 0.769 1.571  -0.2531
H 3.248 2.384 1.021  0.2893
H 3.767 1.972 2.620  0.3719
H 1.763 2.665 3.436  0.3509
H 1.323 3.245 1.868  0.2906
H -0.478 1.828 2.575  0.4708
H 0.594 0.642 3.301  0.3981
H 0.283 -2.435 0.832  0.5630
H 1.883 -1.877 0.332  0.1330
H 1.915 -1.125 3.015  0.3380
H 0.800 -2.552 3.014  0.3968
H 2.754 -3.733 3.200  0.4176
H 2.677 -3.550 1.462  0.5505
H 4.764 -2.441 3.182  0.4505
H 3.907 -1.142 2.316  -0.2048
H 4.284 -2.199 0.195  0.4260
H 4.892 -3.647 0.972  0.3450
H 7.360 0.075 1.863  0.3050
H 8.143 0.203 0.311  0.3327
H 6.602 1.040 0.548  0.2743
H -3.526 0.288 1.876  0.3780
H -2.547 1.759 1.526  0.4228
H -3.859 1.211 0.435  0.4310
C -1.143 1.402 -4.222  -0.1949
C -1.739 2.734 -4.334  0.3593
N -2.206 3.766 -4.421  -0.4585
H -1.438 0.796 -5.077  0.2901
H -0.059 1.483 -4.195  0.2404
H -1.483 0.921 -3.302  -0.1148
C -3.516 -4.321 0.825  -0.1186
C -2.819 -5.573 1.127  0.2594
N -2.280 -6.545 1.362  -0.4056
H -2.797 -3.521 0.645  -0.1009
H -4.134 -4.450 -0.063  0.2193
H -4.152 -4.042 1.663  0.2644
C -6.578 1.410 3.434  -0.8849
C -5.207 1.919 3.363  0.4568
N -4.142 2.305 3.309  -0.3780
H -7.111 1.662 2.519  0.2728
H -6.563 0.328 3.552  0.2698
H -7.093 1.855 4.282  0.3170
C -3.654 -1.886 -2.833  0.0297
C -4.922 -1.996 -3.562  0.2639
N -5.906 -2.081 -4.124  -0.4384
H -3.749 -2.346 -1.852  -0.1086
H -2.867 -2.393 -3.388  0.3067
H -3.382 -0.843 -2.702  -0.0236
C -0.808 5.736 -6.730  -0.6709
C 0.543 6.269 -6.925  0.3241
N 1.588 6.684 -7.077  -0.3611
H -1.423 5.971 -7.597  0.2759
H -0.768 4.657 -6.603  0.1334
H -1.257 6.176 -5.843  0.2813

Output
E_LUMO: 0.071 Eh
Charge: -1
E: -113769.372 eV

=====

(3)
Density functional theory data (the ωB97M-V functional and the def2-TZVPD basis) for an isolated molecule of C2H4N4 in a non-equilibrium geometry.

Each line ends with the Mulliken charge.
Atoms and positions in Å:
N 0.471 -1.442 0.961  -0.5984
C 0.010 -0.280 0.352  0.5284
C -1.307 0.021 0.016  -0.7271
N -1.083 1.190 -0.644  0.2224
N 0.171 1.653 -0.760  -0.7505
N 0.818 0.722 -0.075  0.2488
H 1.180 -1.923 0.419  0.2538
H -0.340 -2.047 1.053  0.2913
H -1.730 1.273 -1.406  0.2916
H 1.810 0.834 0.084  0.2397

Output
E_LUMO: 0.031 Eh
Relative energy (zero: lowest compared OMol25 entry of this formula, charge and spin): 306.12 kJ/mol
E: -8096.141 eV

=====

no.,gap between HOMO and LUMO (eV)
1,7.48
2,7.89
3,9.31